# 1
27
Properties=species:S:1:pos:R:3:forces:R:3 method="wB97M-V/def2-TZVPD" total_charge=+1 largest_force_ha_per_bohr=0.0574 relative_energy_kj_mol=113.3 orbital_gap_ev="11.0 / 2.5" multiplicity=2
O -2.5930 -22.9257 -15.7828 0.4099 -0.2240 -0.1026
H -2.7504 -22.5179 -16.6343 -0.1267 0.3454 -0.1809
H -3.3894 -23.4262 -15.6055 -0.3119 -0.0099 0.2494
O -2.9599 -22.9747 -18.7901 0.0930 -0.2721 0.1784
H -3.6833 -22.3557 -18.8890 -0.3485 0.3015 -0.0471
H -2.8974 -23.4087 -19.6410 -0.1514 -0.1347 -0.3070
O -2.0502 -25.3666 -17.4494 0.2070 -0.5396 0.4364
H -2.2013 -25.6933 -18.3363 -0.2147 -0.2966 -0.2971
H -2.2460 -24.4311 -17.5017 -0.2288 0.5515 0.2287
O -3.3994 -26.3830 -20.2466 -1.1478 -0.0803 0.3890
H -3.8141 -25.8423 -20.9188 -0.4240 -0.0951 -0.2614
H -2.4886 -26.0890 -20.2302 0.9782 -0.3079 -0.2246
O -5.2004 -27.5732 -18.5057 -0.3399 0.0504 1.0260
H -4.4663 -27.2613 -19.0348 0.6976 0.5535 -0.8487
H -5.1230 -28.5270 -18.5261 -0.1608 -0.5623 -0.0113
O 0.5350 -22.8596 -16.0709 0.3622 -0.4724 0.0872
H -0.3501 -23.1040 -16.3413 -0.4114 -0.0464 0.1389
H 0.5447 -21.9036 -16.1171 0.0641 0.4420 -0.1041
O -2.9158 -26.9296 -15.5413 -0.0128 -1.6327 1.5007
H -2.6086 -26.2852 -16.1789 1.2287 1.8911 -1.9071
H -3.8625 -26.9695 -15.6775 -1.2881 -0.2100 0.0373
O -0.9477 -25.6286 -20.2846 -0.0083 0.1365 0.0509
H -0.3640 -25.5549 -19.5296 0.5323 -0.0984 0.2929
H -1.0981 -24.7245 -20.5607 0.3985 0.3983 -0.4036
O -0.6022 -21.4297 -18.6038 0.5061 0.0085 0.1689
H -1.2861 -20.7655 -18.5189 -0.1268 0.2745 -0.0580
H -1.0790 -22.2532 -18.7076 -0.1758 0.0294 -0.0314

# 2
28
Properties=species:S:1:pos:R:3:forces:R:3 method="wB97M-V/def2-TZVPD" total_charge=+2 largest_force_ha_per_bohr=0.0553 relative_energy_kj_mol=181.2 orbital_gap_ev=9.6
Pb 0.0142 -0.0314 -0.0469 0.6347 -1.5718 0.3312
O -1.2081 2.1013 -0.9289 0.8939 0.6516 -0.2669
H -2.0847 2.2988 -0.6259 -0.8984 0.5403 -0.0428
H -0.7680 2.9544 -1.0854 -0.5390 0.0051 0.1447
O -2.1531 -0.0295 0.8291 -1.4380 -0.3222 2.4323
H -2.6987 0.7045 0.5773 -0.8939 0.3969 -0.2019
H -2.3050 -0.1141 1.8122 0.1485 -0.0555 -1.4145
O 1.3387 1.2392 -1.5667 -0.6087 1.4937 -1.3171
H 1.9392 1.7469 -1.0147 0.3109 0.4688 -0.1069
H 0.6779 1.8794 -1.9541 1.5244 -0.8757 0.2916
O 0.4294 1.7229 1.6935 1.2660 -0.9951 0.7807
H -0.1252 2.4549 1.5745 -1.2682 1.9478 -0.1880
H 0.5403 1.6441 2.6466 0.1070 0.2082 0.1416
O 1.3295 -1.6469 -1.4362 0.5830 -0.0850 -0.5762
H 0.8754 -2.4764 -1.3485 -0.5336 -0.7412 0.3170
H 2.0131 -1.8408 -2.0776 0.5117 0.2228 -0.3484
O -0.8082 -2.5711 -0.0328 0.4616 0.8367 -0.0332
H -0.3650 -3.2121 0.5017 0.4763 -0.8107 0.7132
H -1.4916 -3.0385 -0.4809 -1.1249 -0.6008 -0.5734
O 0.1562 -1.0518 2.3844 -0.0704 -0.1199 -0.4022
H 0.3548 -0.4671 3.0942 0.7676 0.9070 0.9054
H -0.4297 -1.6336 2.8419 -0.7978 -1.2980 0.2294
O -1.1684 -0.3049 -2.1567 0.0952 0.2056 -2.5194
H -1.1841 0.5610 -2.6452 -0.2808 -1.2291 0.5285
H -0.8397 -0.9598 -2.8333 -0.4920 0.8547 0.9457
O 2.3602 -0.1905 0.7794 0.2527 0.0238 0.0685
H 2.6356 0.4223 1.4704 0.5115 -0.0298 -0.2209
H 2.9650 -0.1612 0.0285 0.4008 -0.0283 0.3818

# 3
29
Properties=species:S:1:pos:R:3:forces:R:3 method="wB97M-V/def2-TZVPD" total_charge=-1 largest_force_ha_per_bohr=0.0673 relative_energy_kj_mol=150.5 orbital_gap_ev=9.4
O -0.1264 -0.3492 0.0008 0.4289 2.2775 1.9790
H -0.2284 0.3328 0.7358 0.4540 -1.2054 -1.4355
O 0.7796 1.4978 -1.7942 0.8506 -0.7556 0.4955
H 0.2636 2.2818 -1.8132 -0.8609 0.8916 0.0418
H 0.4816 0.9618 -1.0092 -0.0152 0.1874 -0.6236
O 1.1876 -0.9642 -3.1512 0.6096 -0.3532 -1.5534
H 0.7176 -0.5292 -2.4462 -0.0793 0.4170 0.1994
H 1.5476 -0.2682 -3.7352 -0.4539 -0.3491 0.9147
O -0.6394 -2.5292 -1.1732 -1.1926 1.7960 0.1002
H -1.5604 -2.4182 -1.5042 0.9234 -0.5176 0.2463
H -0.5434 -1.6002 -0.7232 0.1887 -2.2319 -0.7689
O 1.3176 2.8898 1.3218 -0.9114 2.8306 -1.7721
H 1.7366 2.7888 0.4618 0.0529 -0.3477 0.0216
H 1.5866 2.2048 1.8558 1.0887 -2.4943 1.6062
O -2.3134 1.0158 -0.5642 0.2757 2.0049 0.2721
H -1.5554 0.3958 -0.4762 -0.0672 -0.0327 -0.3632
H -1.8814 1.8788 -0.2902 -0.8319 -1.4828 -0.7202
O 2.5286 -0.7502 -0.4252 -0.0127 -1.3920 0.4941
H 2.6156 -1.7462 -0.5052 -0.5032 1.9295 0.0755
H 1.5736 -0.5642 -0.1862 0.7943 -0.5774 -0.4469
O -2.3224 -1.5172 1.0098 -1.5198 -0.4709 1.3115
H -1.5774 -0.9462 0.8338 0.7899 0.0997 -0.2717
H -2.6514 -1.2732 1.8948 0.2416 -0.2235 -0.6463
O 0.9266 -1.8862 2.2138 0.1442 -0.5048 1.4322
H 1.6946 -1.3552 2.4438 -0.0685 0.0209 -0.5066
H 0.5976 -1.6132 1.3608 -0.1124 0.4654 -0.8260
O -1.2664 1.7258 1.7908 0.7855 1.2241 0.5423
H -0.8514 1.0738 2.3278 0.9187 -0.5376 1.1286
H -2.0384 1.2618 1.5468 -1.9177 -0.6681 -0.9266

# 4
2
Properties=species:S:1:pos:R:3:forces:R:3 method="wB97M-V/def2-TZVPD" total_charge=-1 largest_force_ha_per_bohr=0.0078 relative_energy_kj_mol=87.1 orbital_gap_ev="11.3 / 7.2" multiplicity=2
H 0.0000 0.0000 1.0595 0.0000 0.0000 -0.3988
H 0.0000 0.0000 -1.0595 0.0000 0.0000 0.3988

# 5
31
Properties=species:S:1:pos:R:3:forces:R:3 method="wB97M-V/def2-TZVPD" largest_force_ha_per_bohr=0.0175 relative_energy_kj_mol=148.4 orbital_gap_ev=9.8
He -0.1458 0.2780 -0.1856 -0.1059 -0.0738 0.1004
O 0.4820 3.6102 -0.2031 -0.3133 0.2879 -0.1671
H 0.7987 2.7101 -0.1276 0.3240 -0.4214 0.0565
H 0.2732 3.8673 0.6950 0.1743 0.1242 0.3860
O 0.4155 1.2273 -2.7945 0.1117 0.2437 -0.0789
H 0.6489 1.1444 -1.8699 0.1921 0.0977 0.1606
H -0.1607 0.4821 -2.9643 -0.2048 -0.3296 -0.3024
O -1.6971 -0.7973 -3.5162 0.2217 0.0925 0.0437
H -1.9515 -1.6967 -3.7230 -0.0206 -0.2337 -0.1824
H -2.1451 -0.6045 -2.6926 -0.2622 0.1514 0.2146
O 2.2742 -0.3496 2.1216 0.4297 -0.2029 0.3396
H 1.3617 -0.6352 2.1664 -0.1690 -0.1617 0.0524
H 2.3451 0.0956 1.2772 0.2702 0.4853 -0.0444
O -2.4911 3.8075 -0.5114 -0.5907 0.1055 0.1906
H -2.5581 3.1073 -1.1606 0.0609 -0.0741 -0.1881
H -1.5761 3.7879 -0.2308 0.4828 -0.0489 -0.2189
O 2.3552 1.0773 -0.1807 -0.3700 0.5653 -0.0530
H 3.0875 1.5514 -0.5746 0.2662 0.2290 -0.0387
H 2.3043 0.2598 -0.6760 0.0545 -0.6627 -0.6063
O -1.8350 0.1523 4.1188 -0.2175 0.3121 0.1686
H -1.8265 -0.3597 3.3101 0.1556 -0.1099 -0.2456
H -1.5438 -0.4606 4.7940 0.0054 -0.0711 0.1947
O -1.6710 -4.0350 0.3717 0.0423 -0.0703 0.2663
H -0.8471 -3.5591 0.2669 0.2547 0.0582 -0.1186
H -2.2190 -3.7280 -0.3505 -0.2269 0.0458 -0.1501
O 0.0108 -1.6278 2.6529 -0.6461 -0.1581 -0.0936
H -0.3574 -2.4612 2.3593 -0.1418 -0.3035 -0.1172
H 0.2465 -1.7787 3.5682 0.2280 0.0331 0.3193
O 2.2629 -1.3835 -1.7690 -0.0176 0.1071 0.2479
H 2.3495 -1.5144 -2.7132 0.0357 0.1850 -0.3260
H 1.8095 -2.1673 -1.4587 -0.0235 -0.2021 0.1901

# 6
31
Properties=species:S:1:pos:R:3:forces:R:3 method="wB97M-V/def2-TZVPD" largest_force_ha_per_bohr=0.0220 relative_energy_kj_mol=80.1 orbital_gap_ev=10.6
He 0.3787 0.1669 -0.3212 0.0211 0.0257 0.0056
O -2.2668 -0.8136 -1.1297 -0.4407 -0.2500 -0.2131
H -2.1733 0.0925 -0.8355 -0.1556 0.0600 0.1841
H -1.4533 -1.2391 -0.8589 0.4776 -0.2582 0.0726
O 2.6934 0.4918 1.4141 0.3110 -0.2183 0.0565
H 2.8549 1.1773 0.7658 0.1303 0.0763 -0.3224
H 1.8824 0.7577 1.8476 -0.5851 0.0778 0.3475
O 1.7754 3.2477 -1.8446 0.5117 0.2307 0.1800
H 0.8701 2.9507 -1.9360 -0.6078 -0.2649 0.0474
H 2.2219 2.8974 -2.6154 0.1835 -0.0146 -0.1488
O 0.3431 0.7462 3.1502 0.1531 0.1686 -0.1866
H -0.2133 0.0112 3.4077 -0.2736 -0.3098 -0.1165
H 0.7193 1.0619 3.9718 0.1278 0.1600 0.2465
O 2.1515 -2.3381 1.7954 -0.3376 -0.6383 -0.0706
H 2.0234 -2.4120 2.7411 -0.0149 -0.1192 0.2211
H 2.3487 -1.4126 1.6514 0.3378 0.7748 -0.3249
O -2.3427 -2.4669 1.7008 -0.6634 -0.1337 0.9077
H -2.8050 -2.0715 0.9618 -0.0366 0.1957 -0.3497
H -1.4837 -2.7007 1.3491 0.3059 0.2379 -0.2956
O -0.1720 -2.5256 0.0879 -0.4217 -0.1121 -0.3487
H -0.3900 -3.4146 -0.1921 0.0032 -0.2811 -0.3618
H 0.6099 -2.6297 0.6302 0.9346 0.1986 0.4797
O -2.6037 1.6062 0.2571 0.1641 0.2581 -0.1568
H -2.3728 2.5337 0.2055 -0.0064 0.4173 0.2102
H -3.2641 1.5614 0.9486 -0.1981 -0.2560 0.1810
O 1.5025 -0.8464 -3.5590 0.1483 -0.1870 0.0425
H 1.3284 -0.7137 -4.4908 -0.0633 -0.0231 -0.2349
H 1.4077 0.0235 -3.1709 -0.1287 0.1999 0.2302
O -0.8065 2.0280 -2.0219 0.3114 0.2545 -0.1614
H -1.3364 1.8682 -1.2410 -0.0108 -0.2901 0.1469
H -1.4275 2.3623 -2.6691 -0.1768 0.0204 -0.2679

# 7
32
Properties=species:S:1:pos:R:3:forces:R:3 method="wB97M-V/def2-TZVPD" largest_force_ha_per_bohr=0.0153 relative_energy_kj_mol=68.3 orbital_gap_ev=10.6
Ne 0.1277 0.5613 -0.3272 -0.0418 -0.1142 -0.0403
Kr 1.0849 3.2461 0.8016 0.2310 0.1167 -0.0352
O -2.2111 3.6268 0.6767 -0.1586 0.0285 -0.0609
H -1.9427 4.2351 -0.0120 0.2128 0.2027 -0.1397
H -2.8592 3.0606 0.2576 -0.2609 -0.1555 -0.0642
O 4.0909 -0.7918 0.8034 0.3469 0.4111 -0.2096
H 4.4512 -1.2241 0.0291 0.3133 -0.1754 -0.1405
H 3.2478 -1.2214 0.9477 -0.6018 -0.0943 0.1839
O -1.3192 2.4036 2.9415 0.2048 -0.5176 0.5525
H -1.5296 2.7446 2.0722 -0.1311 0.3451 -0.4650
H -0.9314 3.1468 3.4035 -0.0225 0.2427 0.2048
O 0.6672 0.4938 3.6600 0.5831 -0.3682 0.2995
H 0.3455 -0.2487 3.1487 -0.0484 -0.1301 -0.1116
H 0.2400 1.2566 3.2703 -0.5301 0.3061 -0.1796
O 0.6151 -0.6599 -3.8991 0.0011 -0.0060 -0.4547
H -0.1662 -1.0262 -3.4849 -0.3181 0.0224 0.2008
H 1.2589 -0.6071 -3.1928 0.4710 0.1497 0.2236
O -2.7188 -1.8363 0.9519 -0.2991 -0.0182 -0.1011
H -2.0741 -1.4440 0.3631 0.3897 -0.0745 -0.1814
H -2.3273 -1.7590 1.8220 0.0519 0.0315 0.2694
O -3.4287 0.0337 -1.9535 -0.0187 0.0672 -0.2813
H -3.7213 0.7442 -1.3826 -0.1659 0.0817 0.1088
H -2.9031 -0.5296 -1.3855 0.1369 -0.1657 0.1180
O -1.0790 -2.0557 -1.9164 -0.0756 0.3253 0.1552
H -1.7790 -2.5094 -2.3858 -0.3338 -0.1755 -0.1563
H -0.3479 -2.6735 -1.9202 0.2092 -0.2009 0.0779
O 1.6640 -2.3651 1.0764 -0.0839 0.3379 -0.0331
H 1.9007 -2.8101 0.2627 -0.0392 -0.2328 -0.2744
H 2.1312 -2.8476 1.7585 0.0616 -0.2480 0.3559
O 3.1404 0.0513 -2.3763 -0.1375 -0.3400 -0.1734
H 3.0849 0.9850 -2.5797 -0.0163 0.2701 -0.1391
H 3.2882 0.0200 -1.4311 0.0700 0.0784 0.4911

# 8
52
Properties=species:S:1:pos:R:3:forces:R:3 method="wB97M-V/def2-TZVPD" total_charge=-4 largest_force_ha_per_bohr=0.0864 relative_energy_kj_mol=1755.8 orbital_gap_ev=1.6
Zn 3.8878 -2.6119 1.3227 -0.5285 0.4059 -0.7619
N -0.5185 0.8796 0.5393 0.2949 -0.0856 -0.9468
H 0.4074 0.5259 0.7337 0.5992 0.0810 0.3302
H -1.1557 0.1243 0.7481 -0.5371 -0.1523 0.4215
H -0.5737 1.0742 -0.4502 0.1080 -0.1464 -1.0473
H -0.6899 1.7936 0.9334 -0.1613 0.5294 1.0226
N 4.2960 3.0535 -1.7549 -0.2293 -0.1409 -0.9740
H 5.1402 3.6080 -1.7602 0.1426 0.1090 0.4802
H 4.0840 2.8483 -2.7209 -0.4002 -0.3260 -0.8819
H 3.4848 3.5597 -1.4297 -0.6252 0.4795 0.6916
H 4.3913 2.1541 -1.3053 0.1087 -0.5091 0.5590
N -3.4238 -1.4268 4.7455 0.3697 0.5380 -1.3060
H -3.8191 -2.1140 5.3712 -0.0483 -0.0133 0.0998
H -3.1847 -1.8193 3.8461 0.6058 -1.3478 -0.7972
H -2.5562 -1.0100 5.0514 0.7871 0.1935 0.7017
H -4.0307 -0.6858 4.4249 -0.7103 0.5624 0.6169
N -0.6877 -2.9936 -4.0885 1.1382 -0.9047 -0.3273
H -0.8330 -2.0262 -3.8370 -0.4789 0.8936 0.1699
H 0.3109 -3.1359 -4.0357 1.1503 0.2458 0.2601
H -0.9118 -3.2258 -5.0456 -0.4625 0.4697 -0.2972
H -1.0524 -3.7010 -3.4668 -0.6333 0.1041 0.8149
S -0.0009 1.9393 -4.9241 0.0323 0.4400 -1.1198
O -1.1782 2.7134 -5.3080 -0.9822 1.3126 -0.3551
O 1.1704 2.7948 -4.6658 0.5599 0.3757 0.4825
O -0.3672 1.1296 -3.7745 -0.2521 -1.5387 2.7060
O 0.2935 1.0218 -6.0270 0.6946 -1.2997 -1.5340
S -0.8548 -4.3158 0.9631 0.6283 2.4051 3.6824
O -1.6855 -3.0975 1.1711 -1.2861 2.1763 -0.0695
O 0.5561 -3.8564 0.9870 0.2155 -0.5494 -0.7036
O -1.1453 -5.1466 2.1434 0.1492 -1.4364 0.3219
O -1.2911 -4.9115 -0.2582 -0.3274 -1.8673 -3.2671
S -0.3217 5.8036 0.6336 -0.5361 0.0678 -0.2440
O -1.2530 4.9046 1.3275 -1.6352 -1.5550 0.6301
O -0.0769 6.9217 1.5382 0.9101 1.3428 0.9173
O 0.8848 4.9970 0.3791 1.3832 -0.2814 -0.5372
O -0.9068 6.3243 -0.6079 -0.0570 -0.0132 -0.6546
S 4.5554 -2.3072 -2.4606 -1.3000 -1.0024 1.3660
O 4.6847 -3.4466 -1.5754 1.1002 -2.4165 0.8959
O 5.7960 -1.9375 -3.0862 1.3873 0.8318 -0.8054
O 3.4675 -2.5286 -3.3835 -1.0370 -0.0218 -1.8439
O 4.0665 -1.3014 -1.4632 -0.1736 2.4354 1.3384
S 2.2181 -0.0261 5.2277 -0.6638 0.2945 -1.1627
O 0.7531 -0.0241 5.3928 -0.3404 0.0583 -0.2932
O 2.6467 -0.4961 3.8696 -0.3423 0.0879 -1.2189
O 2.8018 1.2939 5.3872 0.0865 1.6291 -0.0116
O 2.8444 -0.9204 6.1438 1.0839 -2.3209 2.4904
O -5.6404 -2.3056 -0.9377 -0.4949 0.1253 -0.0141
H -4.7517 -2.1648 -0.6113 0.4518 -0.0586 0.2001
H -5.5349 -2.9203 -1.6638 0.1233 -0.1361 -0.0804
O -4.5844 1.9947 2.6712 -0.1657 -0.5260 0.3255
H -5.5192 2.1892 2.7379 -0.1712 0.0799 -0.0903
H -4.1922 2.8075 2.3524 0.4690 0.3749 -0.1798

# 9
34
Properties=species:S:1:pos:R:3:forces:R:3 method="wB97M-V/def2-TZVPD" total_charge=-1 largest_force_ha_per_bohr=0.1600 relative_energy_kj_mol=0.0 orbital_gap_ev=6.0
N 13.0400 11.0960 31.6050 -0.7909 -2.8084 3.1616
H 12.6580 11.4160 30.7960 -3.0185 1.1041 -2.7493
H 12.6060 10.4860 32.3360 -1.2027 1.6910 -0.8363
H 13.4680 11.8830 31.9470 1.7933 3.0413 1.8183
H 13.6490 10.4290 31.3020 3.3357 -2.0928 -1.4926
S 13.6340 14.7710 30.9930 3.7791 5.5647 -0.6562
O 12.7840 13.8020 30.3970 -4.6626 -4.4523 -1.8100
O 12.8790 15.9100 31.4960 -0.5981 -0.1515 0.4141
O 14.3040 14.0460 32.0400 1.6416 -2.3050 3.8652
O 14.6590 15.1900 30.0280 -0.2840 -0.0008 -0.2865
O 10.4790 8.1210 31.5630 1.9263 -7.5519 -1.6044
H 10.0960 8.2730 30.7540 -1.4583 0.5297 -2.9477
H 10.4140 8.8430 32.0180 -0.3148 6.9327 4.4236
O 13.2250 8.3740 30.5100 -2.1623 -1.6584 0.5742
H 13.9620 7.7550 30.5910 -0.0139 0.1987 -0.0867
H 12.3780 7.8050 30.6970 2.2229 1.6938 -0.2755
O 16.1920 9.4700 31.6520 -1.7233 -3.0263 1.9346
H 16.1170 10.3370 31.9820 0.4303 3.2072 0.0568
H 15.6970 9.1040 32.4660 1.2249 -0.1617 -1.9433
O 12.2330 12.7900 34.0490 1.3657 0.3631 0.6290
H 13.0610 13.2780 34.2990 -0.8779 -0.5315 -0.8629
H 11.5640 13.3090 34.4940 -0.4290 0.0848 -0.0416
O 12.2030 13.3880 28.0490 2.4878 1.0664 0.7883
H 11.5130 12.8130 28.2220 -2.4159 -1.8425 0.0510
H 12.5920 13.4630 29.0390 -0.4029 0.7925 -1.9420
O 10.0820 13.1090 31.3390 1.1671 0.2543 -1.5821
H 10.9750 13.5780 31.1450 -1.0559 -0.6021 0.3408
H 9.7950 12.8460 30.4280 0.3119 0.4812 1.1606
O 10.1370 10.7960 32.8000 1.0984 0.8606 0.0227
H 9.3770 10.3620 32.4550 -1.2032 -0.1474 -0.3106
H 10.1530 11.7080 32.3680 -0.0208 -0.7339 0.2281
O 16.1340 12.1560 32.4710 -1.8227 -1.5581 1.7680
H 16.8440 12.3820 31.9500 2.8342 0.6708 -1.8020
H 15.5110 12.8580 32.2330 -1.1614 1.0878 -0.0073